Entry 1:
The following is a DFT calculation (ωB97M-V/def2-TZVPD) of C3H2FNaO as an isolated structure.

Geometry as XYZ:
```
8
Properties=species:S:1:pos:R:3:lowdin_charge:R:1
C 1.54 0.70 -0.45 -0.137
O 0.14 -0.72 1.20 -0.171
C -0.59 -0.15 0.34 -0.423
C 0.21 0.74 -0.58 -0.143
F 2.36 0.86 -1.51 0.000
H 2.09 0.67 0.49 0.124
H -0.30 1.28 -1.39 0.076
Na -3.01 0.08 0.43 0.673
```

## Properties
**Energy relative to the best compared isomer or geometry (same formula, charge and spin)**: 0.00 kJ/mol

---

Entry 2:
The following is a DFT calculation (ωB97M-V/def2-TZVPD) of a 2-piece molecular cluster, C7H16ClN2 overall.

Geometry as XYZ:
```
26
Properties=species:S:1:pos:R:3:lowdin_charge:R:1
C 3.66 -0.99 0.07 -0.620
C 1.37 2.83 0.34 -0.004
C -3.12 0.36 -0.54 -0.063
C -2.46 -1.95 0.19 -0.062
C -0.69 -0.28 -0.29 -0.134
C 0.94 1.45 0.19 -0.047
C -2.11 -0.47 0.25 -0.411
N 4.26 -2.15 0.13 -0.080
N -0.24 1.08 -0.12 0.099
Cl 4.77 0.31 -0.16 0.577
H 2.16 3.02 -0.40 0.113
H 0.57 3.55 0.22 0.099
H 1.86 2.97 1.30 0.113
H -4.13 0.08 -0.26 0.091
H -3.02 0.17 -1.61 0.093
H -3.03 1.42 -0.36 0.070
H -1.74 -2.55 0.74 0.083
H -3.44 -2.12 0.64 0.089
H -2.49 -2.30 -0.84 0.091
H 0.02 -0.95 0.20 0.135
H -0.69 -0.51 -1.36 0.150
H 1.70 0.67 0.32 0.109
H -2.14 -0.15 1.30 0.143
H 5.27 -2.29 0.05 0.100
H 3.70 -2.98 0.26 0.095
H -0.97 1.78 -0.28 0.170
```

## Properties
**Spin multiplicity**: 3
**Total charge**: +1

---

Entry 3:
The following is a DFT calculation (ωB97M-V/def2-TZVPD) of C31H53BrCdNP3 as an isolated structure.

Geometry as XYZ:
```
90
Properties=species:S:1:pos:R:3:lowdin_charge:R:1
C -0.58 6.69 -4.34 -0.005
C -0.76 5.34 -4.63 -0.235
C -1.06 4.96 -5.94 -0.010
C -1.16 5.97 -6.91 -0.121
N -0.98 7.26 -6.63 0.072
C -0.70 7.62 -5.39 -0.118
C -0.65 4.34 -3.61 0.091
C -0.58 3.46 -2.77 0.014
C -0.60 2.52 -1.77 -0.247
C 0.45 2.60 -0.86 -0.002
C 0.47 1.66 0.16 -0.147
C -0.61 0.76 0.20 -0.264
C -1.68 0.67 -0.70 -0.118
C -1.65 1.61 -1.74 -0.004
Cd -0.09 -0.99 1.29 0.976
P 2.21 -1.66 0.80 0.852
H -1.21 3.91 -6.18 0.116
H -0.35 7.00 -3.31 0.119
H -1.39 5.69 -7.93 0.111
H -0.55 8.67 -5.17 0.113
H -2.42 1.65 -2.53 0.140
H 1.23 3.37 -0.96 0.144
H -2.50 -0.07 -0.67 0.092
H 1.33 1.68 0.84 0.078
C 2.49 -3.27 1.65 -0.401
C 3.36 -4.25 0.88 -0.136
H 1.48 -3.68 1.84 0.065
H 2.93 -3.04 2.64 0.095
H 3.51 -5.14 1.50 0.090
H 2.88 -4.58 -0.05 0.062
H 4.34 -3.83 0.64 0.069
C 2.03 -1.86 -1.02 -0.425
C 3.00 -1.08 -1.88 -0.123
H 1.00 -1.53 -1.24 0.033
H 2.05 -2.93 -1.26 0.063
H 2.76 -1.26 -2.93 0.086
H 2.92 0.00 -1.71 0.073
H 4.03 -1.39 -1.72 0.076
C 3.57 -0.51 1.19 -0.394
C 4.94 -1.18 1.17 -0.130
H 3.36 -0.08 2.19 0.063
H 3.53 0.33 0.48 0.078
H 5.72 -0.43 1.36 0.091
H 5.02 -1.94 1.95 0.077
H 5.16 -1.64 0.20 0.068
Br -2.10 -2.25 2.35 -0.108
P -2.31 -3.66 -1.97 1.179
C -0.51 -3.95 -1.94 -0.381
C -0.20 -5.42 -2.29 -0.130
H -0.16 -3.69 -0.92 0.070
H -0.06 -3.27 -2.69 0.091
H 0.85 -5.54 -2.58 0.083
H -0.38 -6.09 -1.44 0.085
H -0.82 -5.78 -3.13 0.078
C -2.94 -3.58 -0.28 -0.511
C -4.33 -4.20 -0.08 -0.123
H -2.95 -2.50 -0.04 -0.011
H -2.19 -4.12 0.32 0.043
H -4.51 -4.33 0.99 0.082
H -5.13 -3.56 -0.48 0.084
H -4.41 -5.18 -0.57 0.080
C -2.63 -2.06 -2.79 -0.377
C -2.91 -2.29 -4.28 -0.133
H -1.75 -1.42 -2.62 0.077
H -3.51 -1.63 -2.29 0.096
H -3.34 -1.39 -4.73 0.085
H -2.00 -2.54 -4.84 0.081
H -3.63 -3.11 -4.43 0.079
C -2.52 2.30 3.47 -0.141
C -1.03 2.55 3.57 -0.419
P -0.02 1.03 3.65 0.917
C 1.69 1.69 3.94 -0.424
C 1.95 2.64 5.12 -0.131
C -0.44 0.33 5.32 -0.396
C -0.75 1.24 6.51 -0.127
H -2.78 1.74 2.56 0.059
H -3.06 3.25 3.43 0.085
H -2.92 1.74 4.32 0.071
H -0.69 3.09 2.67 0.077
H -0.79 3.18 4.43 0.075
H 2.33 0.79 4.07 0.064
H 2.00 2.18 3.00 0.061
H 2.02 2.09 6.08 0.071
H 2.92 3.14 4.97 0.085
H 1.19 3.43 5.22 0.072
H -1.29 -0.34 5.12 0.057
H 0.43 -0.30 5.58 0.083
H -1.52 2.00 6.30 0.070
H -1.13 0.61 7.33 0.088
H 0.14 1.75 6.90 0.058
```

## Properties
**Energy relative to the best compared isomer or geometry (same formula, charge and spin)**: 0.00 kJ/mol
**Total charge**: +2

---

Entry 4:
The following is a DFT calculation (ωB97M-V/def2-TZVPD) of a 4-piece molecular cluster, C3H7NS overall.

Geometry as XYZ:
```
12
Properties=species:S:1:pos:R:3:lowdin_charge:R:1
C 0.20 0.13 -1.41 -0.164
C -1.04 -0.64 0.74 -0.078
C 0.89 0.71 0.96 -0.804
H -0.51 -0.75 -1.94 0.087
H 0.03 1.18 -1.74 0.082
H 1.20 -0.30 -1.86 0.110
H -2.07 0.40 1.72 0.183
H -1.74 -1.32 -0.83 0.195
H 0.25 -1.74 1.76 0.194
H 0.30 0.74 1.94 0.046
N 0.26 -0.05 0.03 -0.413
S 2.22 1.65 0.63 0.563
```

## Properties
**Energy relative to the best compared isomer or geometry (same formula, charge and spin)**: 1111.31 kJ/mol

---

Entry 5:
The following is a DFT calculation (ωB97M-V/def2-TZVPD) of C31H29AuClP2 as an isolated structure.

Geometry as XYZ:
```
64
Properties=species:S:1:pos:R:3:lowdin_charge:R:1
Au 0.51 -0.43 -0.71 0.710
C -0.18 0.41 6.57 -0.111
C 1.00 -0.06 6.03 -0.094
C 1.10 -0.27 4.66 -0.100
C 0.02 -0.02 3.82 -0.374
C -1.16 0.47 4.38 -0.110
C -1.26 0.67 5.74 -0.102
P 0.04 -0.29 1.97 1.033
C 1.87 -0.34 1.89 -0.459
C 2.61 -1.51 1.75 -0.101
C 3.99 -1.44 1.71 -0.095
C 4.63 -0.21 1.79 -0.109
C 3.89 0.95 1.94 -0.102
C 2.51 0.88 2.00 -0.161
C -0.47 -2.05 1.99 -0.316
C -0.58 -2.73 3.18 -0.093
C -1.11 -4.03 3.24 -0.093
C -1.58 -4.62 2.10 -0.055
C -1.52 -3.95 0.86 -0.185
C -2.05 -4.54 -0.30 -0.071
C -1.95 -3.89 -1.49 -0.109
C -1.29 -2.66 -1.57 -0.169
C -0.75 -2.01 -0.48 -0.295
C -0.91 -2.66 0.78 -0.212
H -0.26 0.56 7.64 0.091
H 1.85 -0.27 6.67 0.097
H 2.03 -0.65 4.26 0.102
H -1.99 0.67 3.72 0.094
H -2.19 1.04 6.16 0.094
H 2.11 -2.46 1.70 0.105
H 4.57 -2.34 1.61 0.095
H 5.71 -0.16 1.75 0.091
H 4.39 1.91 2.00 0.101
H 1.92 1.78 2.13 0.098
H -0.26 -2.27 4.11 0.087
H -1.14 -4.54 4.19 0.094
H -2.02 -5.61 2.14 0.101
H -2.51 -5.52 -0.22 0.097
H -2.37 -4.32 -2.39 0.091
H -1.20 -2.20 -2.55 0.071
Cl 1.84 2.60 -0.83 0.364
C 2.09 0.86 -1.22 -0.772
H 3.03 0.61 -0.72 -0.044
H 2.31 0.87 -2.30 -0.036
C -1.78 3.60 -1.01 -0.290
P -0.99 1.90 -1.02 0.758
C -0.69 1.88 -2.84 -0.327
C -2.56 0.98 -0.97 -0.417
C -3.34 1.16 0.17 -0.128
C -4.55 0.52 0.31 -0.102
C -5.00 -0.32 -0.69 -0.111
C -4.21 -0.55 -1.81 -0.099
C -3.00 0.10 -1.95 -0.122
H -2.14 3.83 -0.01 0.018
H -2.61 3.68 -1.72 0.034
H -1.01 4.32 -1.27 0.020
H -1.61 2.15 -3.37 0.035
H -0.34 0.90 -3.15 0.013
H 0.08 2.62 -3.06 0.016
H -2.96 1.81 0.95 0.089
H -5.16 0.69 1.19 0.093
H -5.95 -0.82 -0.59 0.090
H -4.54 -1.24 -2.57 0.098
H -2.39 -0.09 -2.82 0.084
```

## Properties
**Energy relative to the best compared isomer or geometry (same formula, charge and spin)**: 72.43 kJ/mol
**Total charge**: -1

---

Entry 6:
The following is a DFT calculation (ωB97M-V/def2-TZVPD) of C22H43N4O7PdSSi4Te as an isolated structure.

Geometry as XYZ:
```
83
Properties=species:S:1:pos:R:3:lowdin_charge:R:1
Pd -0.19 -0.24 0.59 0.691
C -1.53 1.62 2.60 -0.163
C -2.65 0.62 2.28 -0.171
N -2.14 -0.62 1.67 -0.133
C -3.03 -1.23 0.67 -0.241
C -3.31 -0.31 -0.51 -0.402
S -1.83 0.56 -1.15 0.989
C -2.04 2.25 -0.49 -0.399
C -0.89 2.71 0.41 -0.241
N -0.56 1.78 1.50 -0.149
H -0.97 1.27 3.46 0.113
H -1.98 2.58 2.87 0.131
H -3.36 1.07 1.59 0.094
H -3.20 0.41 3.20 0.134
H -1.95 -1.31 2.39 0.111
H -3.99 -1.52 1.11 0.135
H -2.53 -2.12 0.30 0.096
H -4.06 0.45 -0.30 0.079
H -3.68 -0.91 -1.34 0.071
H -3.00 2.31 0.01 0.072
H -2.09 2.93 -1.34 0.087
H -1.13 3.70 0.80 0.130
H 0.01 2.79 -0.20 0.119
H 0.33 2.06 1.89 0.052
O 3.01 -1.27 -0.18 -0.131
C 2.14 -0.63 -0.80 -0.686
O 1.69 0.52 -0.45 -0.124
C 1.49 -1.28 -1.99 -0.068
C 1.99 -1.19 -3.27 0.075
C 1.35 -1.87 -4.30 -0.134
C 0.21 -2.61 -4.09 0.086
C -0.31 -2.65 -2.81 -0.064
C 0.31 -2.03 -1.70 -0.331
O -0.12 -2.14 -0.48 -0.254
N -1.57 -3.36 -2.62 -0.323
O -1.75 -4.37 -3.27 0.115
O -2.44 -2.79 -1.98 0.053
N 1.89 -1.78 -5.66 -0.358
O 2.91 -1.13 -5.81 0.074
O 1.31 -2.37 -6.54 0.084
H 2.88 -0.62 -3.48 0.136
H -0.28 -3.13 -4.90 0.138
C 4.66 -3.72 2.08 -0.205
Si 5.45 -2.04 2.25 0.481
C 6.16 -1.38 0.67 -0.185
C 6.58 -1.89 3.73 -0.191
Si 3.44 -0.68 3.02 0.235
Te 1.46 -1.82 2.10 0.946
Si 3.04 -0.87 5.37 0.341
C 1.35 -0.08 5.67 -0.224
C 2.98 -2.71 5.76 -0.212
C 4.32 -0.03 6.45 -0.211
Si 4.20 1.52 2.22 0.462
C 4.76 1.82 0.47 -0.169
C 5.55 1.94 3.46 -0.190
C 2.59 2.43 2.54 -0.192
H 5.47 -4.45 1.92 0.051
H 4.00 -3.76 1.21 0.030
H 4.11 -4.02 2.96 0.024
H 6.84 -2.14 0.26 0.052
H 6.74 -0.48 0.82 0.028
H 5.37 -1.20 -0.06 0.023
H 7.52 -2.39 3.49 0.049
H 6.17 -2.38 4.61 0.028
H 6.82 -0.85 3.98 0.026
H 0.61 -0.42 4.95 -0.009
H 1.41 1.01 5.63 0.026
H 0.99 -0.35 6.67 0.041
H 2.38 -3.28 5.05 0.014
H 2.54 -2.85 6.76 0.042
H 3.98 -3.15 5.79 0.028
H 4.29 1.05 6.36 0.026
H 5.34 -0.37 6.24 0.024
H 4.12 -0.27 7.50 0.044
H 5.79 1.53 0.29 0.029
H 4.69 2.90 0.31 0.053
H 4.11 1.33 -0.24 0.021
H 6.53 1.63 3.10 0.039
H 5.39 1.50 4.44 -0.001
H 5.58 3.03 3.59 0.048
H 1.94 2.20 1.69 0.003
H 2.80 3.51 2.54 0.058
H 2.10 2.18 3.48 0.029
```

## Properties
**Spin multiplicity**: 5
**Energy relative to the best compared isomer or geometry (same formula, charge and spin)**: 41.78 kJ/mol
**Total charge**: +1

---

Entry 7:
The following is a DFT calculation (ωB97M-V/def2-TZVPD) of an isolated ion of composition C13H23N2 and charge +1.

Geometry as XYZ:
```
38
Properties=species:S:1:pos:R:3:lowdin_charge:R:1
C 2.60 2.60 0.51 -0.040
C 1.20 2.15 -0.06 -0.354
C 0.11 3.31 -0.02 -0.001
C 0.58 1.00 0.66 -0.068
N 0.45 1.05 1.99 0.115
C 0.05 -0.03 2.74 -0.056
C -0.62 -1.04 2.22 0.019
C -1.00 -1.11 0.81 -0.162
N -1.93 -1.99 0.44 -0.180
C -2.11 -3.26 1.00 -0.064
C -2.60 -1.78 -0.87 0.006
C -0.32 -0.15 -0.09 0.013
C 0.20 -0.70 -1.40 -0.374
C 1.72 -0.97 -1.25 -0.035
C -0.03 0.25 -2.61 -0.053
H 2.77 3.67 0.48 0.066
H 3.47 2.22 -0.06 0.088
H 2.81 2.50 1.68 0.117
H 1.31 1.88 -1.07 0.076
H 0.08 3.65 1.01 0.086
H -0.80 2.92 -0.45 0.081
H 0.67 3.86 -0.80 0.103
H 0.91 1.85 2.39 0.143
H 0.34 0.00 3.77 0.135
H -0.81 -1.96 2.82 0.122
H -1.74 -4.12 0.37 0.121
H -1.58 -3.46 2.00 0.113
H -3.18 -3.44 1.17 0.103
H -3.58 -2.14 -0.58 0.101
H -2.66 -0.83 -1.17 0.053
H -2.06 -2.44 -1.65 0.136
H -0.37 -1.68 -1.44 0.115
H 2.23 -1.21 -2.20 0.099
H 1.89 -1.74 -0.49 0.097
H 2.24 -0.14 -0.97 0.026
H 0.04 -0.41 -3.54 0.108
H 0.74 1.05 -2.66 0.080
H -1.02 0.66 -2.68 0.066
```

## Properties
**Energy relative to the best compared isomer or geometry (same formula, charge and spin)**: 188.09 kJ/mol
**Total charge**: +1

---

Entry 8:
The following is a DFT calculation (ωB97M-V/def2-TZVPD) of C21H34N8Tc as an isolated structure.

Geometry as XYZ:
```
64
Properties=species:S:1:pos:R:3:lowdin_charge:R:1
Tc -0.64 -12.63 -6.43 1.512
C -4.88 -12.02 -5.50 0.043
C -3.53 -12.42 -5.99 -0.203
N -2.36 -11.80 -5.73 -0.075
C -2.23 -10.60 -4.88 -0.157
C -0.87 -9.91 -5.08 -0.125
N 0.21 -10.86 -5.59 -0.198
C 1.12 -11.34 -4.52 -0.171
C 0.48 -12.49 -3.75 -0.147
N 0.03 -13.59 -4.66 -0.145
C 1.00 -14.66 -4.97 -0.137
C 1.52 -14.63 -6.43 -0.127
N 0.38 -14.15 -7.26 -0.103
C -0.18 -14.85 -8.22 -0.209
C 0.59 -15.65 -9.21 0.044
C -1.64 -14.76 -8.06 -0.167
C -2.59 -15.66 -8.58 0.072
C -3.91 -15.58 -8.12 0.061
C -4.30 -14.52 -7.26 0.085
C -3.34 -13.61 -6.82 -0.190
N -2.04 -13.77 -7.22 -0.047
H -4.84 -10.92 -5.25 0.117
H -5.11 -12.61 -4.56 0.161
H -5.61 -12.23 -6.27 0.095
H -2.30 -10.92 -3.84 0.133
H -2.97 -9.80 -5.03 0.139
H -0.58 -9.49 -4.10 0.146
H -0.94 -9.07 -5.81 0.143
H 0.84 -10.45 -6.33 0.079
H 1.44 -10.55 -3.81 0.153
H 2.06 -11.64 -5.01 0.125
H -0.40 -12.16 -3.16 0.138
H 1.25 -12.80 -3.01 0.158
H -0.83 -14.03 -4.24 0.166
H 0.64 -15.69 -4.72 0.158
H 1.90 -14.58 -4.29 0.157
H 1.98 -15.60 -6.72 0.146
H 2.37 -13.92 -6.56 0.129
H 1.65 -15.56 -8.95 0.100
H 0.51 -15.22 -10.22 0.117
H 0.28 -16.71 -9.25 0.128
H -2.32 -16.39 -9.33 0.143
H -4.66 -16.30 -8.45 0.148
H -5.31 -14.41 -6.89 0.137
N 1.64 -10.76 -9.06 -0.081
N 2.29 -10.34 -7.79 -0.041
H 2.19 -11.54 -9.47 0.102
H 1.77 -9.99 -9.73 0.114
H 2.89 -9.55 -8.06 0.114
H 2.98 -11.08 -7.57 0.094
N -1.15 -11.10 -8.69 0.154
C -2.12 -11.54 -9.59 -0.270
C -1.83 -12.23 -10.75 0.020
C -2.82 -12.65 -11.61 0.022
C -4.16 -12.35 -11.40 0.076
C -4.44 -11.60 -10.26 0.016
C -3.45 -11.19 -9.37 0.018
H -1.38 -10.18 -8.26 0.141
H -0.18 -11.06 -9.06 0.044
H -0.80 -12.55 -10.90 0.136
H -2.54 -13.23 -12.48 0.144
H -4.95 -12.63 -12.14 0.175
H -5.46 -11.25 -10.03 0.152
H -3.70 -10.65 -8.45 0.136
```

## Properties
**Spin multiplicity**: 4
**Total charge**: +4

---

Entry 9:
The following is a DFT calculation (ωB97M-V/def2-TZVPD) of C4H7NO2 in the gas phase.

Geometry as XYZ:
```
14
Properties=species:S:1:pos:R:3:lowdin_charge:R:1
C 1.90 0.37 0.38 0.053
C 0.84 -0.11 -0.28 -0.438
O 0.94 -0.82 -1.43 0.066
N -0.50 0.08 0.10 -0.068
C -1.52 -0.92 -0.18 -0.015
C -0.87 1.29 0.65 -0.291
O -1.99 1.55 1.04 0.039
H 2.86 0.36 -0.13 0.061
H 1.84 0.76 1.39 0.063
H 1.86 -1.10 -1.51 0.118
H -2.40 -0.64 0.40 0.087
H -1.79 -0.93 -1.25 0.096
H -1.17 -1.91 0.11 0.096
H -0.03 2.00 0.70 0.134
```

## Properties
**Energy relative to the best compared isomer or geometry (same formula, charge and spin)**: 119.17 kJ/mol

---

Entry 10:
The following is a DFT calculation (ωB97M-V/def2-TZVPD) of C5H11EuO4 as an isolated structure.

Geometry as XYZ:
```
21
Properties=species:S:1:pos:R:3:lowdin_charge:R:1
C -2.23 1.94 0.26 -0.374
O -1.22 1.96 1.21 -0.478
C -2.61 0.51 -0.11 -0.183
O -1.38 -0.17 -0.39 -0.247
C -1.33 -1.54 -0.24 -0.113
C 0.09 -2.02 -0.11 -0.366
O 0.84 -1.16 0.69 -0.470
Eu 0.39 0.80 0.97 1.476
H -1.92 2.46 -0.68 0.105
H -3.15 2.44 0.60 0.109
H -3.27 0.46 -0.99 0.125
H -3.10 0.00 0.74 0.127
H -2.14 -2.12 -0.68 0.112
H 0.54 -2.09 -1.12 0.108
H 0.06 -3.05 0.29 0.105
O 2.70 1.14 0.42 -0.279
H 2.98 1.99 0.08 0.065
C 3.49 -0.14 -0.10 -0.055
H 4.11 0.37 -0.86 0.077
H 3.70 -0.77 0.77 0.084
H 3.44 -1.01 -0.76 0.070
```

## Properties
**Spin multiplicity**: 9
**Energy relative to the best compared isomer or geometry (same formula, charge and spin)**: 189.39 kJ/mol

---

Number 1: calculated total energy -452.8091 hartree. Number 2: calculated total energy -845.6242 hartree. Number 3: calculated total energy -5032.9095 hartree. Number 4: calculated total energy -571.0157 hartree. Number 5: calculated total energy -2477.3194 hartree. Number 6: calculated total energy -3561.5139 hartree. Number 7: calculated total energy -618.3270 hartree. Number 8: calculated total energy -1337.8959 hartree. Number 9: calculated total energy -361.8355 hartree. Number 10: calculated total energy -1208.1861 hartree.